Molecular formula: C2H3NS
Method: DFT, ωB97M-V with the def2-TZVPD basis set

Cartesian coordinates (Å):
H: -0.576 1.372 -1.049
N: -0.671 0.392 -0.799
C: 0.176 0.050 0.133
C: 0.360 -1.287 0.798
S: 1.410 -1.879 2.000
H: 0.876 0.795 0.537
H: -0.340 -2.033 0.428

Values from the calculation:
Frontier orbital gap, eV: 7.700
E_LUMO, eV: -1.62
DFT total energy, Ha: -530.88363
Total charge: 0
Largest force on an atom, eV/A: 3.66

Molecular formula: C2H3NS2
Method: DFT, ωB97M-V with the def2-TZVPD basis set

Cartesian coordinates (Å):
S: -2.516 -0.626 -0.399
C: -0.925 -0.605 0.296
N: -0.139 0.439 0.073
C: 1.110 0.488 -0.374
S: 2.017 -0.938 -0.281
H: -0.466 -1.488 1.124
H: -0.629 1.416 0.087
H: 1.547 1.314 -0.528

Values from the calculation:
Frontier orbital gap, eV: 7.487
E_LUMO, eV: -1.39
DFT total energy, Ha: -929.04056
Total charge: 0
Largest force on an atom, eV/A: 9.90

Molecular formula: C2H3NS2
Method: DFT, ωB97M-V with the def2-TZVPD basis set

Cartesian coordinates (Å):
C: -1.547 0.067 0.261
C: 0.470 0.267 0.456
N: -2.562 -0.319 -0.097
S: 0.777 1.771 -0.370
S: 1.023 -1.104 -0.528
H: 0.883 0.190 1.542
H: 0.394 1.277 -1.466
H: 0.563 -2.149 0.201

Values from the calculation:
Frontier orbital gap (spin up / spin down), eV: 7.244 / 5.683
E_LUMO (spin up / spin down), eV: 0.47 / -4.15
DFT total energy, Ha: -928.89113
Total charge: 0
Largest force on an atom, eV/A: 4.80
Spin multiplicity: 3
⟨S²⟩: 2.0125

Molecular formula: C2H3NS3
Method: DFT, ωB97M-V with the def2-TZVPD basis set

Cartesian coordinates (Å):
S: 3.291 0.988 -0.779
C: 1.787 0.586 -0.349
S: 1.488 -0.676 0.794
C: -0.291 -0.802 0.652
N: -0.952 0.069 0.011
S: -2.668 -0.324 -0.082
H: 0.879 1.050 -0.700
H: -0.576 -1.708 1.170
H: -2.957 0.817 -0.715

Values from the calculation:
Frontier orbital gap, eV: 8.273
E_LUMO, eV: -0.60
DFT total energy, Ha: -1327.26527
Total charge: 0
Largest force on an atom, eV/A: 1.91

Molecular formula: C2H3NS3
Method: DFT, ωB97M-V with the def2-TZVPD basis set

Cartesian coordinates (Å):
N: -1.050 -0.025 1.150
C: -0.744 -0.177 -0.157
S: -1.891 -0.300 -1.366
C: 0.714 -0.253 -0.546
S: 1.543 -1.657 -0.580
S: 1.261 1.391 -0.714
H: -2.008 -0.025 1.413
H: -0.387 -0.012 1.871
H: 2.561 1.059 -1.071

Values from the calculation:
Frontier orbital gap, eV: 8.020
E_LUMO, eV: -0.64
DFT total energy, Ha: -1327.30484
Total charge: 0
Largest force on an atom, eV/A: 1.64

Molecular formula: C2H3NS4
Method: DFT, ωB97M-V with the def2-TZVPD basis set

Cartesian coordinates (Å):
S: 0.468 -1.465 0.812
C: 0.891 -0.028 0.105
S: 2.466 0.181 -0.646
C: 0.154 1.191 0.233
N: -1.108 1.388 0.318
S: -2.488 0.681 0.140
S: -2.480 -1.201 -0.752
H: 2.852 -1.090 -0.544
H: 0.759 2.093 0.309
H: -1.514 -1.750 0.026

Values from the calculation:
Frontier orbital gap, eV: 7.303
E_LUMO, eV: -1.43
DFT total energy, Ha: -1725.45545
Total charge: 0
Largest force on an atom, eV/A: 1.84

Molecular formula: C2H3O2
Method: DFT, ωB97M-V with the def2-TZVPD basis set

Cartesian coordinates (Å):
C: -0.151 0.636 0.261
C: 0.095 -0.758 -0.486
O: 0.674 -0.684 -1.556
O: -0.270 -1.749 0.190
H: -0.545 1.379 -0.330
H: -0.702 0.216 1.100
H: 0.898 0.961 0.820

Values from the calculation:
Frontier orbital gap, eV: 8.383
E_LUMO, eV: 4.77
DFT total energy, Ha: -228.52324
Total charge: -1
Largest force on an atom, eV/A: 5.58

Molecular formula: C2H3O2
Method: DFT, ωB97M-V with the def2-TZVPD basis set

Cartesian coordinates (Å):
C: -0.567 0.381 -0.272
C: 0.344 -0.671 0.289
O: 1.450 -0.280 -0.452
O: 0.770 0.673 0.255
H: -1.048 0.656 -1.378
H: -1.181 0.681 0.501
H: 0.232 -1.440 1.057

Values from the calculation:
Frontier orbital gap, eV: 13.448
E_LUMO, eV: -5.05
DFT total energy, Ha: -227.92389
Total charge: +1
Largest force on an atom, eV/A: 5.36

Molecular formula: C2H3O2P
Method: DFT, ωB97M-V with the def2-TZVPD basis set

Cartesian coordinates (Å):
C: -0.392 -0.407 1.181
C: 0.858 -0.125 1.853
O: -0.629 -1.329 2.065
O: 1.889 -0.437 2.175
P: 0.490 -0.953 -0.675
H: -1.035 0.417 0.809
H: 0.136 -2.249 -0.307
H: -0.932 -0.858 -0.972

Values from the calculation:
Frontier orbital gap, eV: 8.211
E_LUMO, eV: -0.62
DFT total energy, Ha: -569.69477
Total charge: 0
Largest force on an atom, eV/A: 2.39

Molecular formula: C2H3O2P
Method: DFT, ωB97M-V with the def2-TZVPD basis set

Cartesian coordinates (Å):
C: 0.343 -0.445 -0.086
C: -0.427 0.245 0.658
O: -4.899 -0.545 0.004
O: -2.563 -0.615 0.458
P: -3.720 0.336 0.085
H: 1.402 -0.220 -0.174
H: -0.005 -1.282 -0.673
H: -0.714 1.012 1.330

Values from the calculation:
Frontier orbital gap, eV: 7.273
E_LUMO, eV: -1.94
DFT total energy, Ha: -569.72775
Total charge: 0
Largest force on an atom, eV/A: 3.95

Molecular formula: C2H3O2S
Method: DFT, ωB97M-V with the def2-TZVPD basis set

Cartesian coordinates (Å):
C: -1.028 -0.628 -0.183
S: 0.157 -0.407 1.159
C: 1.414 0.783 0.282
O: 0.930 1.152 -0.897
O: 2.392 1.059 0.910
H: -1.944 -0.072 0.058
H: -1.227 -1.742 -0.272
H: -0.694 -0.146 -1.058

Values from the calculation:
Frontier orbital gap, eV: 7.880
E_LUMO, eV: 3.78
DFT total energy, Ha: -626.74059
Total charge: -1
Largest force on an atom, eV/A: 5.72

Molecular formula: C2H3O2S
Method: DFT, ωB97M-V with the def2-TZVPD basis set

Cartesian coordinates (Å):
C: 0.653 -0.787 -0.702
S: 0.941 1.012 -0.089
C: -0.923 1.058 0.938
O: -1.501 0.024 0.698
O: -1.125 2.062 1.553
H: -0.340 -0.992 -0.519
H: 1.335 -1.307 -0.112
H: 0.960 -1.069 -1.767

Values from the calculation:
Frontier orbital gap, eV: 7.766
E_LUMO, eV: 3.93
DFT total energy, Ha: -626.73517
Total charge: -1
Largest force on an atom, eV/A: 3.89